# 1
The following is a quantum chemistry calculation of a cluster of 2 separate species, C5H14NO2 in total, from OMol25.

Values from the calculation:
**E**: -403.88383 Eh
**Frontier orbital gap**: 11.3 eV

```
! RIJCOSX wB97M-V def2-TZVPD def2/J DEFGRID3
* xyz 1 1
H -2.037 -1.546 -1.690
C -1.441 -0.726 -2.107
H -0.634 1.209 -1.524
O 1.039 2.547 -0.776
N -0.119 -1.346 1.969
H -0.598 1.152 0.676
C -1.361 0.479 -1.172
C -1.139 0.264 0.321
H 2.000 2.531 -0.681
H -2.244 1.099 -1.347
H -0.429 -1.766 -0.055
C -0.170 -0.892 0.537
O 2.073 -0.416 1.110
H -2.055 0.212 0.924
H 0.874 3.461 -1.047
H 1.525 -0.174 -0.806
H -1.962 -0.398 -3.006
H -0.972 -1.065 2.452
H -0.086 -2.362 2.038
C 1.264 -0.446 0.220
H -0.474 -1.056 -2.497
H 0.749 -0.957 2.383
*
```

***

# 2
The following is a quantum chemistry calculation of an isolated molecule of C5H14NOP, from OMol25.

Values from the calculation:
**E**: -670.13447 Eh
**Frontier orbital gap**: 9.6 eV

```
! RIJCOSX wB97M-V def2-TZVPD def2/J DEFGRID3
* xyz 0 1
C -2.648 -1.192 0.054
H 1.797 -2.271 -0.016
H -0.051 -2.239 0.337
H 2.621 -0.499 0.116
H -2.336 -2.114 0.565
H 2.002 1.878 0.080
H -2.177 -1.212 -1.013
H 0.374 -1.833 -1.346
C 0.746 -1.922 -0.283
H -3.736 -1.035 -0.110
H -2.869 1.725 -0.949
P -1.960 0.451 0.742
H 3.083 1.541 1.503
C 1.875 -0.088 0.870
O -0.508 -0.279 1.150
N 0.726 -0.521 0.183
H 2.001 -0.689 1.828
C -1.843 1.300 -0.839
C 2.106 1.410 1.090
H 1.322 1.843 1.711
H -1.432 0.671 -1.700
H -1.144 2.102 -0.920
*
```

***

# 3
The following is a quantum chemistry calculation of a cluster of 2 separate species, C5H14NOS in total, from OMol25.

Values from the calculation:
**E**: -727.08284 Eh
**Frontier orbital gap**: 5.9 eV

```
! RIJCOSX wB97M-V def2-TZVPD def2/J DEFGRID3
* xyz -1 1
C -0.104 -0.072 -0.871
H -0.596 -2.751 -0.246
O -0.891 4.205 0.432
H 0.279 1.902 0.001
C -0.515 1.164 -0.024
H 1.920 0.821 -1.117
C 0.084 -2.847 1.772
N 0.624 -1.073 0.009
H -1.270 3.768 -0.339
H 1.130 -3.149 1.588
H 1.535 -0.449 -2.197
H -0.890 -0.501 -1.481
H -1.315 -1.612 0.765
H -0.531 -3.710 1.976
H -0.064 4.558 0.104
H 1.246 -0.695 0.709
H -0.813 0.914 0.995
C -0.317 -2.039 0.544
C 1.094 0.422 -1.734
H -1.384 1.578 -0.531
S 0.495 1.703 -2.940
H 0.282 -2.136 2.584
*
```

***

# 4
The following is a quantum chemistry calculation of an isolated molecule of C5H14NP, from OMol25.

Values from the calculation:
**E**: -594.92886 Eh
**Frontier orbital gap**: 9.0 eV

```
! RIJCOSX wB97M-V def2-TZVPD def2/J DEFGRID3
* xyz 0 1
H 2.842 0.311 1.632
P -1.930 -0.119 0.647
H -2.550 1.770 -0.435
H 0.508 1.473 1.582
C 0.875 1.044 0.597
C 2.359 0.616 0.671
H -3.798 0.647 -0.276
H -0.445 0.650 -1.981
H 0.008 -1.330 1.772
H -2.229 -1.320 -0.044
C -0.205 -0.171 -0.050
C 0.280 -1.483 0.631
H -0.694 -1.134 -1.929
H 1.372 -1.690 0.618
H 0.985 -0.329 -1.752
H 2.168 -0.302 0.083
H 2.977 1.346 -0.035
H -0.347 -2.408 0.317
C -0.052 -0.207 -1.507
H 0.647 1.864 -0.097
N -2.769 0.772 -0.444
*
```

***

# 5
The following is a quantum chemistry calculation of a cluster of 2 separate species, C5H14NS in total, from OMol25.

Values from the calculation:
**E**: -651.54918 Eh
**Frontier orbital gap**: 6.5 eV

```
! RIJCOSX wB97M-V def2-TZVPD def2/J DEFGRID3
* xyz 1 1
C -2.307 0.554 0.899
H 3.308 -0.231 1.401
C 2.646 0.524 0.981
H -2.030 1.878 -0.851
S -4.158 0.907 1.115
N 1.690 0.149 0.223
H -0.780 0.635 -0.729
H 2.185 -1.791 0.378
H 2.774 1.596 1.237
C -1.869 0.850 -0.549
H -2.092 -0.486 1.272
H 1.002 0.821 -0.135
H -4.090 1.536 2.263
C 1.508 -1.369 -1.673
H 2.530 -1.158 -2.089
C 1.414 -1.197 -0.184
H -2.342 0.136 -1.288
H -1.798 1.276 1.561
H 0.399 -1.461 0.200
H 1.248 -2.425 -1.875
H 0.761 -0.746 -2.158
*
```

***

# 6
The following is a quantum chemistry calculation of the ion C5H14NS with charge +1, from OMol25.

Values from the calculation:
**E**: -651.39116 Eh
**Frontier orbital gap**: 9.2 eV

```
! RIJCOSX wB97M-V def2-TZVPD def2/J DEFGRID3
* xyz 1 1
H 2.797 -1.077 -0.815
C -1.127 1.365 -0.516
H -2.341 -0.334 2.613
H -0.797 -1.754 -0.761
N 0.865 -0.556 -1.386
C -0.012 -1.253 -0.183
H -3.105 0.380 1.050
C -2.200 0.288 1.719
H 0.731 -1.894 0.367
H 0.324 2.122 1.461
C 0.511 1.060 1.835
S -0.803 0.230 0.883
H 0.223 0.752 2.898
H -2.089 1.200 -1.022
H 1.876 -2.318 -2.086
H -1.451 2.374 -0.150
H 0.388 -0.713 -2.270
C 2.120 -1.201 -1.688
H 2.641 -0.801 -2.522
H -0.171 1.315 -1.165
H 1.621 0.816 1.737
*
```

***

# 7
The following is a quantum chemistry calculation of a cluster of 2 separate species, C5H14NS in total, from OMol25.

Values from the calculation:
**E**: -651.56753 Eh
**Frontier orbital gap**: 9.4 eV

```
! RIJCOSX wB97M-V def2-TZVPD def2/J DEFGRID3
* xyz 1 1
H 0.678 -1.974 -0.151
C -0.238 1.224 2.889
H 0.591 1.339 3.583
N -0.112 0.332 -1.667
H -0.747 2.185 -2.527
H -0.741 2.177 2.734
C -1.862 0.537 -3.335
H 2.309 -1.216 0.151
C 1.463 -1.759 0.579
C 0.904 -1.000 1.776
H 0.022 -1.493 2.183
H 0.683 0.865 -1.310
H -0.598 -0.022 -0.826
H -2.514 1.150 -3.940
H 1.667 -0.869 2.541
H 1.866 -2.720 0.905
C -0.958 1.128 -2.586
H -0.973 0.514 3.262
S 0.338 0.661 1.274
H -1.990 -0.539 -3.403
H 0.214 -0.521 -2.132
*
```

***

# 8
The following is a quantum chemistry calculation of the ion C5H14NSi with charge +1, from OMol25.

Values from the calculation:
**E**: -542.79898 Eh
**Frontier orbital gap**: 10.6 eV

```
! RIJCOSX wB97M-V def2-TZVPD def2/J DEFGRID3
* xyz 1 1
H -2.921 1.422 0.199
C 0.722 0.282 1.827
Si -1.985 0.978 -0.743
H 1.556 0.787 2.265
H 2.579 -0.749 -0.903
C -1.654 -1.953 -0.287
H 0.494 2.197 0.041
H -2.263 1.686 -1.932
H 2.971 -0.412 0.824
H 0.438 1.268 -1.500
H 2.733 0.876 -0.179
C 2.347 -0.086 -0.040
N 0.929 0.084 0.276
H -1.836 -2.922 -0.641
H 0.522 -0.768 -0.039
C 0.211 1.194 -0.464
H -0.134 0.839 1.897
H 0.581 -0.751 2.137
H -1.129 -1.924 0.596
H -2.273 -1.111 -2.142
C -1.889 -0.936 -1.190
*
```

***

# 9
The following is a quantum chemistry calculation of a cluster of 2 separate species, C5H14O in total, from OMol25.

Values from the calculation:
**E**: -274.12125 Eh
**Frontier orbital gap**: 11.3 eV

```
! RIJCOSX wB97M-V def2-TZVPD def2/J DEFGRID3
* xyz 0 1
C -1.643 1.345 -1.156
H 1.564 -3.178 -0.388
C -1.937 1.648 1.340
C 1.891 -2.230 -0.808
H -1.305 2.277 -1.610
H 3.845 -2.367 0.092
H -0.109 1.849 0.299
H 1.041 -1.562 -0.868
H -1.196 -0.712 0.594
H -2.727 1.319 -1.028
C -0.995 1.223 0.227
H 3.317 -0.667 -0.182
H -2.736 0.905 1.437
H -1.341 0.508 -1.771
H 2.166 -2.384 -1.860
H 2.578 -1.553 1.074
O -0.464 -0.080 0.508
H -1.413 1.678 2.287
C 3.006 -1.676 0.080
H -2.367 2.617 1.125
*
```

***

# 10
The following is a quantum chemistry calculation of a cluster of 2 separate species, C5H14O in total, from OMol25.

Values from the calculation:
**<S²>**: 0.75
**E**: -273.71442 Eh
**Frontier orbital gap (spin up / spin down)**: 10.1 / 3.6 eV

```
! RIJCOSX wB97M-V def2-TZVPD def2/J DEFGRID3
* xyz 1 2
H -2.617 -2.075 1.423
H 2.115 0.567 -1.910
C 0.611 -1.177 1.890
H -2.229 -0.582 0.625
H -1.066 -0.132 2.560
H 1.778 2.999 -1.854
C -0.883 -1.150 2.250
H 0.986 -0.145 1.939
H -0.164 0.744 -3.418
C -1.788 -1.493 1.040
H 0.430 2.665 -2.891
C 1.079 0.922 -1.831
O 0.337 0.208 -2.755
H -1.216 -2.180 0.425
H 0.570 0.539 -0.894
H 0.773 -1.361 0.820
H 1.306 -1.758 2.490
H 0.114 2.701 -1.173
C 0.870 2.416 -1.910
H -1.006 -1.710 3.173
*
```

***

# 11
The following is a quantum chemistry calculation of a cluster of 2 separate species, C5H14O2 in total, from OMol25.

Values from the calculation:
**E**: -349.36051 Eh
**Frontier orbital gap**: 11.2 eV

```
! RIJCOSX wB97M-V def2-TZVPD def2/J DEFGRID3
* xyz 0 1
H 0.777 1.728 -0.997
C 0.698 0.790 -0.452
H -0.360 0.024 2.154
H 2.605 1.470 0.187
H -2.526 1.373 -0.847
H -1.903 -0.440 1.573
H 1.469 1.210 1.517
H 0.851 0.022 -1.220
H -0.593 -3.079 -0.612
H -2.309 -0.333 -0.765
O 2.308 -0.523 0.789
H 3.277 -0.534 0.842
C -0.727 0.790 0.134
C -0.884 -0.255 1.231
O -0.429 -2.581 -1.422
H -0.466 -1.224 0.927
H -1.379 0.573 -1.972
C 1.822 0.798 0.571
H -0.868 1.774 0.569
H 0.420 -2.161 -1.230
C -1.780 0.579 -0.979
*
```

***

# 12
The following is a quantum chemistry calculation of a cluster of 3 separate species, C5H14O2 in total, from OMol25.

Values from the calculation:
**E**: -349.24756 Eh
**Frontier orbital gap**: 9.1 eV

```
! RIJCOSX wB97M-V def2-TZVPD def2/J DEFGRID3
* xyz 0 1
H -1.052 -2.190 1.257
H 5.283 -0.112 -2.103
H -1.641 -1.635 2.997
C -1.888 -0.450 1.168
H -2.868 1.442 1.185
H -1.276 1.459 0.164
O 5.792 -0.511 -2.810
H -2.083 -1.766 -0.354
H -1.388 -0.012 3.249
H -3.889 1.376 -0.935
H 2.076 1.449 -0.104
C -2.084 -0.633 2.752
H -3.076 -0.193 -1.381
H -2.476 1.352 -1.922
H 5.035 -0.955 -3.182
O 3.116 1.171 -0.389
H -3.005 -0.238 3.074
H 3.418 0.475 0.272
C -2.264 0.874 0.472
C -2.962 0.860 -1.007
C -1.523 -1.605 0.512
*
```

***

# 13
The following is a quantum chemistry calculation of a cluster of 3 separate species, C5H14O2 in total, from OMol25.

Values from the calculation:
**E**: -349.34837 Eh
**Frontier orbital gap**: 9.6 eV

```
! RIJCOSX wB97M-V def2-TZVPD def2/J DEFGRID3
* xyz 0 1
H -2.770 1.065 -2.185
H 2.212 -0.256 1.967
H -3.328 2.192 -1.330
H 2.980 0.663 0.606
H 1.951 -2.526 -1.369
C 0.849 -1.056 -0.345
H -1.065 -1.919 0.110
H 2.972 -1.567 -0.303
O -1.891 1.886 1.423
H 0.603 1.024 -0.249
H -0.301 -2.514 -1.325
C 1.951 -1.726 -0.636
C 0.809 0.209 0.454
H 2.069 1.490 1.771
O -2.794 1.409 -1.287
H -2.698 2.241 1.764
H 0.028 0.193 1.215
C 2.096 0.539 1.231
H -2.141 1.238 0.755
H -1.030 -0.994 -1.504
C -0.502 -1.592 -0.760
*
```

***

# 14
The following is a quantum chemistry calculation of a cluster of 3 separate species, C5H14O2 in total, from OMol25.

Values from the calculation:
**E**: -349.34612 Eh
**Frontier orbital gap**: 9.7 eV

```
! RIJCOSX wB97M-V def2-TZVPD def2/J DEFGRID3
* xyz 0 1
H -1.818 -2.239 -0.754
H -1.026 -1.195 -1.873
H 3.641 0.073 1.011
H -0.078 1.017 2.178
H -1.078 2.191 1.448
H -3.151 1.026 0.559
C -1.217 0.193 0.590
C -0.337 -0.985 0.211
H 1.249 1.178 -1.442
C -0.851 -1.790 -0.976
H 0.356 1.711 0.605
H -3.015 -0.845 0.530
O 2.104 1.615 -1.561
C -2.547 0.131 0.504
C -0.462 1.318 1.208
H 0.626 -0.560 -0.052
H 2.590 0.475 -0.018
H 2.423 1.198 -2.372
H -0.240 -1.671 1.056
H -0.123 -2.543 -1.292
O 2.954 -0.300 0.440
*
```

***

# 15
The following is a quantum chemistry calculation of a cluster of 2 separate species, C5H14O2 in total, from OMol25.

Values from the calculation:
**<S²>**: 0.75
**E**: -349.00036 Eh
**Frontier orbital gap (spin up / spin down)**: 10.1 / 4.2 eV

```
! RIJCOSX wB97M-V def2-TZVPD def2/J DEFGRID3
* xyz 1 2
C 0.459 1.774 1.484
H 2.115 -1.183 -1.265
C 2.137 -0.571 -0.386
H 1.484 2.085 1.273
H -1.336 0.345 2.869
H -1.832 0.442 1.218
H -2.990 -1.180 -6.097
H 0.216 0.256 -0.570
H -0.180 2.270 0.744
H 0.062 2.143 2.418
H 2.434 0.420 -0.745
O -3.579 -1.438 -5.371
H 0.117 -1.430 0.129
C 0.556 -0.438 0.186
C 0.340 0.238 1.509
H 0.996 -0.139 2.288
O 2.810 -1.150 0.610
H -4.284 -0.778 -5.345
C -1.135 -0.075 1.884
H 2.968 -0.454 1.281
H -1.359 -1.136 1.886
*
```

***

# 16
The following is a quantum chemistry calculation of a cluster of 2 separate species, C5H14O2Si2 in total, from OMol25.

Values from the calculation:
**<S²>**: 2.00
**E**: -928.15087 Eh
**Frontier orbital gap (spin up / spin down)**: 7.8 / 7.3 eV

```
! RIJCOSX wB97M-V def2-TZVPD def2/J DEFGRID3
* xyz 0 3
H -0.232 -1.087 2.188
H 0.378 1.151 1.413
O -1.449 0.884 0.686
H -2.395 0.127 2.435
H 1.171 -2.857 -0.083
H -1.691 -2.111 2.371
H -1.137 -1.762 -2.489
C -0.542 1.692 1.436
H 2.824 1.441 -2.152
C -0.191 -1.172 -2.175
H -1.065 1.885 2.430
C 0.524 -0.400 -3.025
H 2.182 2.647 -0.089
H -0.406 2.605 0.745
H -2.972 -0.395 0.863
O -0.845 -2.082 0.486
H 0.275 -0.409 -4.093
C -2.080 -0.172 1.414
Si 2.841 1.450 -0.638
H 4.169 1.398 -0.253
H 1.311 0.201 -2.660
Si 0.503 -1.659 -0.444
C -1.174 -1.374 1.636
*
```

***

# 17
The following is a quantum chemistry calculation of a cluster of 3 separate species, C5H14O3 in total, from OMol25.

Values from the calculation:
**E**: -424.58165 Eh
**Frontier orbital gap**: 10.8 eV

```
! RIJCOSX wB97M-V def2-TZVPD def2/J DEFGRID3
* xyz 0 1
H 2.793 -1.428 2.261
O 2.142 -0.772 2.518
C -1.592 -1.037 -0.804
C -1.402 1.543 -0.028
H 1.138 1.224 -0.895
C -0.168 1.508 0.825
H 1.367 2.800 -0.368
H 1.610 -0.853 1.716
H -0.076 0.575 1.356
O -1.009 -1.881 -1.504
H 1.964 1.457 0.600
H 2.258 -1.474 -0.760
O 1.343 -1.524 -0.352
H -2.137 -1.300 0.085
C 1.099 1.781 0.018
H -0.410 2.224 1.680
H -0.847 0.729 -1.893
H -2.218 1.508 0.679
H -2.559 0.941 -1.590
C -1.596 0.581 -1.134
H 0.734 -1.804 -1.074
H -1.473 2.569 -0.345
*
```

***

# 18
The following is a quantum chemistry calculation of a cluster of 4 separate species, C5H14O3 in total, from OMol25.

Values from the calculation:
**E**: -424.54668 Eh
**Frontier orbital gap**: 9.3 eV

```
! RIJCOSX wB97M-V def2-TZVPD def2/J DEFGRID3
* xyz 0 1
H 1.062 0.793 -2.553
H -1.978 2.885 -1.123
O 0.229 0.790 -3.043
H 2.058 -1.081 1.978
C -0.181 -0.960 -0.154
C 0.133 0.197 0.765
H 1.410 1.180 -0.671
H 0.286 -0.894 -1.091
H 1.326 -2.258 1.648
H 2.198 0.265 0.666
H 1.499 1.939 0.869
C 1.345 0.932 0.374
H -1.300 -0.318 2.335
H -1.524 -2.465 -0.782
H -0.167 1.044 2.620
H -0.304 1.471 -2.627
O -2.163 1.940 -1.031
C -0.473 0.231 1.969
H -1.980 -1.532 0.759
O 2.240 -2.065 1.906
H -2.269 1.692 -1.960
C -1.280 -1.711 -0.038
*
```

***

# 19
The following is a quantum chemistry calculation of a cluster of 2 separate species, C5H14O3Si2 in total, from OMol25.

Values from the calculation:
**E**: -1003.50023 Eh
**Frontier orbital gap (spin up / spin down)**: 8.2 / 5.3 eV

```
! RIJCOSX wB97M-V def2-TZVPD def2/J DEFGRID3
* xyz 0 1
H -4.863 2.603 -0.250
C 1.685 -1.511 2.662
H -2.619 1.673 0.787
H 2.532 -2.012 3.102
C 2.307 2.324 0.500
H -2.553 -1.090 -0.723
H 0.888 -2.291 2.765
O 1.486 -0.180 -1.031
H 2.879 2.535 1.315
O 1.930 -1.154 1.404
H 1.918 3.311 0.180
H 1.253 -2.115 -2.096
H 2.037 -0.786 -2.914
H 1.262 -0.704 3.306
C -4.299 -0.024 -1.150
O 1.261 1.506 0.857
C -3.419 -1.032 -1.298
H -5.125 0.229 -1.850
C 1.932 -1.218 -1.904
Si 0.945 -0.119 0.516
Si -3.830 1.406 -0.065
H 2.859 1.891 -0.299
H -3.400 -1.652 -2.200
H 2.932 -1.592 -1.615
*
```

***

# 20
The following is a quantum chemistry calculation of a cluster of 3 separate species, C5H14O4 in total, from OMol25.

Values from the calculation:
**E**: -499.78470 Eh
**Frontier orbital gap**: 10.7 eV

```
! RIJCOSX wB97M-V def2-TZVPD def2/J DEFGRID3
* xyz 0 1
H 1.423 -2.654 -1.368
H -0.983 -0.864 2.501
H -0.196 -2.617 0.644
O 2.042 1.774 -0.650
O -3.260 -0.334 0.150
H 1.861 0.902 -0.945
H -1.141 -0.482 -0.662
H -0.075 -2.099 -1.965
H -1.195 0.802 2.060
C -0.576 -0.402 0.229
C 0.245 -1.689 0.164
H 1.241 3.570 -1.142
H 0.110 0.392 0.164
O 1.286 -0.601 -1.674
H -3.481 -0.487 2.146
C -2.845 -0.326 1.272
H 0.789 3.356 0.273
O 0.975 3.971 -0.359
C 0.687 -1.888 -1.260
H 2.630 1.620 0.211
H 0.690 -0.023 -2.208
C -1.354 -0.252 1.519
H 1.127 -1.666 0.899
*
```